1.
{
  "formula": "C2H9O3",
  "method": "the ωB97M-V functional and the def2-TZVPD basis",
  "elements": ["H", "H", "H", "H", "C", "H", "H", "H", "O", "O", "C", "H", "O", "H"],
  "xyz": [[1.127, -1.113, -0.163], [-0.024, 1.681, 0.363], [-0.508, -1.639, -0.871], [-0.849, 2.189, 1.430], [-0.473, -1.305, 1.230], [-0.837, -0.379, 1.697], [0.323, 0.491, -1.860], [0.355, -1.546, 1.900], [-0.043, 2.449, 0.986], [0.733, 0.944, -2.754], [0.027, -0.961, -0.173], [1.675, 0.922, -2.580], [-0.269, 0.341, -0.554], [-1.238, -2.074, 1.349]],
  "mulliken_charge": [0.26, 0.46, 0.21, 0.27, -0.83, 0.15, 0.35, 0.26, -0.72, -0.78, -0.23, 0.24, -0.90, 0.26],
  "e_homo_ev": -4.00,
  "orbital_gap_ha": 0.3057,
  "charge": -1
}

2.
{
  "formula": "C14H10FN3OS",
  "method": "the ωB97M-V functional and the def2-TZVPD basis",
  "elements": ["S", "O", "C", "C", "H", "C", "C", "C", "C", "N", "C", "H", "C", "H", "N", "H", "C", "C", "H", "H", "H", "N", "H", "C", "H", "H", "C", "F", "C", "C"],
  "xyz": [[1.743, -2.194, 1.464], [-1.211, -2.144, 0.825], [1.178, -0.802, 0.515], [-2.541, -0.571, -0.303], [-3.703, -2.045, 0.797], [4.538, 0.687, 0.835], [-5.033, 0.357, -1.148], [-4.983, -0.709, -0.233], [3.302, -0.213, 0.796], [-7.093, -1.990, 0.525], [-1.247, -1.092, 0.201], [-5.967, 0.751, -1.501], [5.097, 1.181, -0.495], [4.208, -1.815, 1.945], [-0.050, -0.436, 0.054], [6.174, 1.367, -0.591], [4.297, 2.135, 0.422], [-6.155, -1.409, 0.189], [5.228, 0.465, 1.649], [4.640, 0.792, -1.431], [-1.702, 0.900, -1.603], [2.094, 0.090, 0.191], [3.294, 2.395, 0.076], [-3.877, 1.023, -1.615], [-0.059, 0.440, -0.461], [4.803, 2.899, 1.016], [-2.632, 0.491, -1.232], [-3.956, 2.051, -2.477], [-3.729, -1.164, 0.164], [3.342, -1.440, 1.426]],
  "mulliken_charge": [-0.06, -0.68, 0.45, 0.35, 0.53, -0.11, -0.51, 0.27, 0.05, -0.45, 0.75, 0.48, -0.59, 0.40, -0.10, 0.27, -0.63, -0.02, 0.40, 0.23, 0.44, -0.51, 0.25, 0.00, 0.22, 0.26, -0.53, -0.29, -0.31, -0.57],
  "e_homo_ev": -8.44,
  "orbital_gap_ha": 0.2851,
  "smiles": "N#Cc1cc(F)cc(C(=O)Nc2nc(C3CC3)cs2)c1"
}

3.
{
  "formula": "C32H93N7O11",
  "method": "the ωB97M-V functional and the def2-TZVPD basis",
  "elements": ["H", "C", "H", "O", "H", "C", "H", "H", "H", "H", "H", "H", "H", "O", "H", "H", "N", "C", "C", "H", "H", "C", "H", "H", "H", "C", "H", "H", "H", "C", "H", "H", "C", "H", "C", "H", "H", "C", "H", "H", "H", "H", "H", "N", "H", "C", "O", "H", "C", "H", "H", "H", "H", "H", "H", "O", "H", "H", "H", "H", "H", "C", "H", "H", "C", "C", "H", "C", "C", "H", "H", "H", "C", "H", "H", "H", "H", "H", "H", "N", "H", "H", "H", "N", "H", "H", "H", "C", "C", "H", "H", "O", "O", "C", "C", "H", "N", "C", "H", "H", "O", "H", "H", "C", "O", "H", "H", "H", "N", "H", "H", "O", "C", "C", "H", "H", "H", "C", "H", "C", "H", "C", "H", "H", "C", "H", "O", "H", "H", "H", "H", "H", "H", "H", "H", "O", "H", "C", "H", "N", "H", "H", "C"],
  "xyz": [[-14.139, -23.518, 26.792], [-12.920, -21.118, 14.861], [-15.242, -24.714, 13.298], [-11.400, -20.857, 22.816], [-14.089, -29.479, 23.075], [-12.671, -25.757, 22.730], [-15.803, -18.294, 16.781], [-16.397, -15.662, 18.475], [-11.966, -23.259, 22.378], [-12.476, -25.156, 23.626], [-12.012, -22.766, 13.894], [-18.228, -27.211, 25.769], [-14.901, -20.478, 17.360], [-7.285, -20.392, 17.201], [-16.653, -25.685, 13.072], [-12.697, -21.642, 15.808], [-15.890, -23.331, 15.475], [-16.965, -19.825, 17.763], [-16.792, -24.030, 14.513], [-15.099, -27.061, 21.079], [-17.113, -28.166, 24.734], [-15.791, -31.373, 25.117], [-3.116, -22.113, 16.859], [-16.260, -30.596, 25.746], [-10.437, -22.179, 20.026], [-16.590, -18.346, 17.545], [-16.869, -30.580, 22.938], [-10.937, -20.558, 14.221], [-10.254, -22.029, 25.447], [-11.191, -17.921, 14.979], [-9.949, -19.982, 23.981], [-15.412, -32.148, 25.779], [-5.034, -21.176, 17.135], [-9.194, -18.327, 22.385], [-11.898, -23.897, 21.491], [-10.891, -18.177, 22.707], [-20.155, -24.374, 16.666], [-16.024, -30.124, 22.416], [-11.219, -17.143, 15.739], [-17.227, -28.392, 26.563], [-10.302, -18.854, 21.143], [-11.745, -24.163, 27.065], [-9.179, -21.174, 17.575], [-14.837, -23.846, 24.275], [-5.203, -19.633, 18.440], [-4.146, -22.408, 17.045], [-12.091, -22.803, 24.847], [-14.997, -24.252, 23.356], [-8.627, -20.647, 16.792], [-14.518, -30.872, 21.090], [-10.137, -18.070, 14.699], [-14.061, -26.015, 20.674], [-18.842, -24.803, 14.431], [-18.011, -21.169, 16.643], [-15.912, -23.513, 26.774], [-16.217, -17.730, 18.727], [-6.772, -22.289, 16.566], [-17.129, -23.294, 13.764], [-17.912, -16.512, 18.768], [-11.792, -20.085, 17.146], [-14.107, -19.632, 15.500], [-10.832, -22.961, 25.515], [-4.966, -20.581, 16.223], [-4.447, -23.050, 16.211], [-15.040, -29.775, 23.521], [-18.123, -24.415, 15.168], [-17.486, -17.871, 17.108], [-15.663, -20.533, 18.131], [-17.246, -27.706, 25.718], [-15.204, -20.074, 19.020], [-11.942, -22.134, 24.158], [-10.010, -23.800, 27.249], [-10.157, -18.825, 22.222], [-15.843, -21.548, 18.504], [-20.660, -23.647, 15.159], [-13.852, -23.568, 24.280], [-4.180, -22.970, 17.979], [-16.593, -31.804, 24.507], [-15.607, -28.592, 21.224], [-4.544, -20.397, 18.294], [-6.569, -22.123, 18.261], [-10.199, -23.666, 24.953], [-9.362, -20.804, 22.533], [-16.417, -28.878, 21.770], [-11.702, -17.531, 14.089], [-11.626, -21.318, 19.378], [-15.497, -29.005, 24.152], [-15.022, -24.138, 26.659], [-6.495, -21.532, 17.329], [-18.031, -19.697, 16.006], [-13.271, -22.720, 20.451], [-11.594, -19.860, 18.082], [-14.534, -26.801, 20.344], [-13.011, -22.304, 13.900], [-10.167, -20.167, 22.928], [-8.675, -21.222, 15.858], [-11.418, -21.948, 20.165], [-12.278, -23.119, 20.256], [-16.202, -31.363, 20.628], [-14.134, -25.549, 25.306], [-16.191, -26.799, 25.969], [-13.194, -21.997, 12.869], [-16.298, -26.036, 24.070], [-14.990, -24.863, 25.335], [-12.905, -24.921, 21.631], [-11.800, -18.922, 18.138], [-15.707, -24.015, 16.216], [-4.585, -20.955, 19.140], [-14.241, -20.450, 14.905], [-11.418, -21.160, 21.877], [-15.561, -25.765, 14.618], [-18.700, -23.277, 15.766], [-16.834, -16.525, 18.991], [-16.241, -25.643, 25.101], [-15.115, -24.864, 27.476], [-15.348, -32.119, 21.951], [-11.216, -24.130, 18.577], [-20.051, -23.463, 16.058], [-11.245, -22.582, 27.634], [-12.213, -23.941, 18.978], [-13.543, -26.380, 22.914], [-16.069, -25.191, 13.841], [-13.738, -23.005, 14.291], [-12.816, -23.478, 18.193], [-11.912, -20.098, 14.428], [-20.453, -22.586, 16.555], [-14.717, -30.858, 24.371], [-9.051, -19.659, 16.625], [-16.462, -22.629, 15.948], [-17.134, -28.922, 21.054], [-17.670, -19.790, 18.602], [-10.948, -24.441, 21.414], [-17.169, -25.113, 25.351], [-12.345, -19.659, 13.520], [-12.669, -24.934, 19.096], [-11.771, -19.103, 15.436], [-11.806, -26.415, 22.575], [-10.980, -23.392, 26.957], [-17.915, -25.201, 15.911], [-17.411, -20.361, 16.471], [-14.945, -21.016, 15.369], [-16.779, -16.341, 20.066], [-15.514, -31.160, 21.444]],
  "mulliken_charge": [0.29, 1.78, 0.30, -0.55, 0.26, -0.27, 0.20, 0.29, -0.40, 0.01, 0.40, 0.31, -0.14, -0.35, 0.43, -0.46, -0.10, 0.49, 0.28, 0.38, 0.24, -0.52, 0.37, 0.12, 0.21, -0.81, 0.38, 0.39, 0.14, -1.00, 0.38, 0.31, 0.41, 0.40, -0.22, 0.31, 0.34, 0.51, 0.30, 0.20, 0.17, 0.28, 0.19, -0.71, 0.30, -1.43, -0.45, 0.32, -0.53, 0.33, 0.33, 0.52, 0.44, 0.05, 0.37, -0.25, 0.31, 0.31, 0.34, 0.24, 0.32, 0.03, 0.31, 0.37, -0.25, -0.88, 0.44, -1.00, -0.65, 0.52, 0.23, 0.37, -1.11, 0.35, 0.30, 0.21, 0.33, 0.29, 0.15, -0.74, 0.20, 0.27, 0.29, -0.56, 0.29, -0.02, 0.02, -1.69, -0.58, 0.22, 0.19, -0.48, -0.77, -1.72, -0.24, 0.35, -0.18, 0.79, 0.39, 0.08, -0.35, 0.41, 0.23, 1.25, -0.20, 0.18, 0.24, 0.27, -0.61, 0.21, 0.34, -0.18, -0.79, -0.65, 0.34, 0.38, 0.36, -0.84, 0.31, -1.23, -0.11, -1.39, 0.26, 0.09, -1.16, 0.26, -0.45, 0.21, -0.14, 0.22, 0.25, 0.41, 0.32, 0.47, 0.25, -0.03, 0.41, -1.25, 0.34, -0.40, -0.04, 0.27, -1.62],
  "e_homo_ev": -8.67,
  "orbital_gap_ha": 0.3366,
  "smiles": "COC[C@H](C)N.COC[C@H](C)N.COC[C@H](C)N.COC[C@H](C)N.COC[C@H](C)N.COC[C@H](C)N.COC[C@H](C)N.CCO.CCO.O.O"
}

4.
{
  "formula": "C24H27N3O6S",
  "method": "the ωB97M-V functional and the def2-TZVPD basis",
  "elements": ["O", "C", "C", "C", "H", "N", "C", "H", "H", "H", "C", "H", "S", "H", "H", "O", "H", "H", "C", "H", "H", "C", "C", "C", "H", "H", "H", "O", "H", "C", "N", "H", "H", "C", "H", "H", "C", "C", "C", "O", "C", "H", "C", "C", "H", "O", "O", "C", "C", "N", "C", "C", "C", "C", "H", "C", "H", "H", "H", "H", "H"],
  "xyz": [[-2.796, 3.327, 0.067], [-5.522, -1.478, -0.425], [-0.590, 2.468, 0.130], [-0.161, 3.557, -0.562], [-7.562, -1.063, 0.243], [1.133, 3.798, -0.845], [4.105, 1.287, 0.543], [5.916, -1.501, -2.199], [-5.249, -2.485, -0.105], [-4.303, 2.047, 1.569], [1.742, -1.581, -1.569], [-6.493, 1.325, 1.051], [5.373, 0.085, 0.949], [-2.674, -2.217, -0.065], [5.497, 2.582, -0.413], [-0.131, -2.583, -0.602], [-0.645, -2.398, 1.384], [-4.016, 0.333, 2.010], [4.452, 2.400, -0.214], [3.454, -0.620, -2.375], [-0.400, -4.073, 0.809], [2.124, 2.968, -0.394], [-4.703, 0.660, -0.021], [-0.800, -3.084, 0.542], [-5.901, -1.523, -1.456], [1.613, -3.173, 1.416], [-0.893, 4.275, -0.910], [6.667, 0.687, 0.816], [1.392, 4.618, -1.376], [3.061, -1.180, -1.541], [5.193, -1.016, -0.319], [-1.841, 0.518, 1.115], [-2.820, -3.574, 1.069], [5.921, -0.656, -1.512], [-4.419, 1.332, -0.841], [-6.339, -1.048, 1.529], [3.329, -2.234, 0.593], [-2.067, 2.392, 0.368], [2.792, 1.002, 0.830], [0.060, 0.442, 1.193], [1.773, 1.829, 0.352], [5.510, 0.227, -2.015], [-3.908, 1.085, 1.228], [1.182, -2.278, -0.497], [6.942, -0.437, -1.207], [5.045, -0.553, 2.183], [-4.358, -0.674, -0.380], [2.000, -2.615, 0.579], [0.363, 1.481, 0.614], [-2.506, 1.266, 0.947], [-6.537, -0.795, 0.487], [-6.221, 0.676, 0.223], [-2.278, -3.192, 0.207], [3.868, -1.485, -0.447], [3.954, -2.479, 1.435], [3.469, 3.248, -0.667], [2.532, 0.145, 1.429], [-6.741, 1.017, -0.673], [-2.420, -3.869, -0.631], [1.111, -1.343, -2.410], [3.722, 4.130, -1.239]],
  "mulliken_charge": [-0.75, -0.45, -0.35, -0.46, 0.40, 0.02, -0.51, 0.38, 0.28, 0.37, -0.75, 0.37, 1.28, 0.16, 0.58, -0.41, 0.38, 0.40, -0.63, 0.39, 0.34, 0.24, 0.42, -0.28, 0.29, 0.40, 0.49, -0.72, 0.23, 0.09, 0.12, 0.13, 0.45, -1.05, 0.37, 0.26, -0.48, 0.40, -0.25, -0.89, 0.51, 0.39, -1.44, 0.43, 0.34, -0.67, -0.34, -0.15, 1.23, 0.19, -0.69, -0.74, -1.24, -0.59, 0.44, -1.19, 0.80, 0.32, 0.34, 0.44, 0.36],
  "e_homo_ev": -8.10,
  "orbital_gap_ha": 0.2941,
  "smiles": "CCOc1ccc(N(C)S(=O)(=O)c2ccc3[nH]cc(C(=O)NC[C@@H]4CCCO4)c(=O)c3c2)cc1"
}

Energy for every record listed, in sequence, given in Eh: -307.331937, -1277.021771, -2485.784623, -1944.676977.